Entry 1:
This record from the Open Molecules 2025 dataset describes a structure of composition C8H10 in a non-equilibrium geometry. The level of theory is the ωB97M-V functional and the def2-TZVPD basis.

energy	-310.60532	hartree
energy above the lowest of the compared OMol25 structures with the same formula, charge and spin	144.5	kcal per mole
M	106.2	g/mol

```
18
Properties=species:S:1:pos:R:3:forces:R:3
C -0.74318 0.29927 1.41944 -2.637 0.789 -0.152
C -2.01446 0.51574 1.24999 2.318 -0.407 1.041
C 0.62617 0.20292 0.99856 0.538 -0.146 3.622
C 0.41324 0.32963 -0.26883 -4.324 1.321 -1.071
C -1.28796 0.47241 -0.24238 1.721 -0.140 -1.706
C 1.80877 0.19858 1.94775 0.106 0.145 -2.955
C 1.10698 0.09162 -1.49668 -0.021 -1.039 0.176
C -1.88551 -0.77197 -0.92031 -2.900 0.055 1.544
H -1.60831 1.47114 -0.65054 0.549 -1.051 0.309
H 2.42717 -0.68337 1.81858 0.081 -0.166 0.132
H 1.51659 0.32789 2.94835 -0.292 0.254 1.188
H 2.35165 1.05457 1.52788 0.474 -0.102 0.870
H 1.76577 -0.65254 -1.14793 1.747 -0.920 -0.481
H 1.57560 0.85979 -2.03703 0.652 1.251 -0.395
H 0.42759 -0.41943 -2.13070 -0.612 -0.402 -0.964
H -1.66790 -1.66565 -0.29939 0.405 0.420 -0.614
H -1.79002 -0.94846 -1.98990 0.614 0.240 0.037
H -3.02218 -0.68213 -0.72688 1.580 -0.102 -0.581
```
Forces are in eV/Å.

=====

Entry 2:
This record from the Open Molecules 2025 dataset describes a cluster of 2 separate species, C5H4O in total in a non-equilibrium geometry. The level of theory is the ωB97M-V functional and the def2-TZVPD basis.

energy	-267.96829	hartree
energy above the lowest of the compared OMol25 structures with the same formula, charge and spin	90.4	kcal per mole
M	80.1	g/mol

```
10
Properties=species:S:1:pos:R:3:forces:R:3
C -0.07865 -0.49346 0.65232 -2.069 0.908 -0.639
C -1.44558 -0.03074 0.35693 3.986 -2.702 -2.259
C 3.46847 -0.11486 0.15169 0.292 0.880 -1.402
C 0.15675 0.33447 -0.41636 1.311 0.973 1.898
C -1.20813 0.34928 -1.04410 -0.214 0.758 -1.981
O 3.30015 -0.70376 1.08116 -0.294 -0.865 1.383
H 0.41759 -0.74808 1.58506 -0.066 -0.380 -0.539
H -2.03850 0.42892 1.02080 -2.033 2.266 2.255
H -1.05551 -0.35092 -1.85284 -0.929 -0.696 0.127
H -1.51659 1.32915 -1.53466 0.014 -1.142 1.159
```
Forces are in eV/Å.

=====

Entry 3:
This record from the Open Molecules 2025 dataset describes an isolated molecule of C19H16N4O in a non-equilibrium geometry. The level of theory is the ωB97M-V functional and the def2-TZVPD basis.

energy	-1027.76273	hartree
energy above the lowest of the compared OMol25 structures with the same formula, charge and spin	58.8	kcal per mole
M	316.4	g/mol
SMILES string	COc1ccc2[nH]cc3c2c1[C@@H](C)NC(c1cccnc1)=C3C#N

```
40
Properties=species:S:1:pos:R:3:forces:R:3
C -0.74306 -2.41506 3.48075 0.576 0.236 -0.829
O 0.57491 -2.19839 3.01191 0.533 -0.767 -2.679
C 0.70224 -2.37417 1.57015 0.826 -0.892 -0.376
C 1.11801 -3.65741 1.10271 -0.551 -0.235 1.240
C 1.36161 -4.06745 -0.21688 0.038 0.429 0.251
C 1.12366 -3.01456 -1.14299 -0.510 1.464 -1.849
N 1.21573 -2.86498 -2.57384 0.156 0.007 0.445
C 0.76277 -1.60391 -3.03628 -0.037 -0.515 1.492
C 0.27692 -0.93077 -1.90252 0.939 -0.475 -1.255
C 0.60498 -1.72692 -0.72062 0.532 -1.030 -2.114
C 0.54812 -1.37452 0.59465 -1.732 0.401 3.658
C 0.09538 0.00764 1.06112 3.480 1.013 1.497
C 0.67154 0.40468 2.54796 -1.696 -2.211 -0.542
N 0.65765 1.07781 0.17859 0.858 -1.691 2.671
C -0.00876 1.32845 -0.96350 -2.516 -0.863 -3.511
C -0.50756 2.67668 -1.02385 0.705 1.501 0.911
C -1.84615 3.03602 -1.03364 0.029 -1.207 -0.349
C -2.13344 4.33116 -0.94917 -0.361 4.478 0.966
C -1.09459 5.29596 -0.77991 0.898 0.123 -0.001
N 0.23361 4.99875 -0.65820 -1.442 -2.196 -0.697
C 0.49948 3.64045 -0.76565 -3.156 2.219 -1.277
C -0.34514 0.41387 -1.92045 0.332 -0.109 -0.015
C -1.26846 0.65755 -3.06405 1.715 -0.193 1.737
N -1.92955 0.69763 -3.99784 -0.448 0.181 -0.439
H -1.15552 -3.32677 3.14545 -0.350 -1.309 -0.804
H -0.68166 -2.54178 4.52936 -0.040 0.579 1.191
H -1.38903 -1.63552 3.11469 -0.479 0.575 0.350
H 1.14888 -4.36339 1.93503 0.400 -0.204 -0.420
H 1.72183 -5.13978 -0.40023 -0.638 1.968 -0.073
H 1.58104 -3.57043 -3.20194 -0.116 0.213 0.332
H 0.91914 -1.24078 -4.11790 -0.608 -0.930 2.022
H -0.94116 0.10868 1.11609 -1.792 0.174 -0.321
H 0.61450 1.43323 2.69415 0.312 2.043 -0.534
H 1.69562 0.02620 2.61542 -0.297 0.127 0.398
H -0.00372 0.08035 3.41061 1.166 -0.294 -1.326
H 1.65482 0.97684 0.12304 0.403 0.010 -0.149
H -2.72858 2.42335 -1.11619 0.408 -0.990 -0.078
H -3.18243 4.70951 -0.86616 1.019 -0.442 -0.416
H -1.30320 6.39482 -0.80145 -0.023 -1.143 0.278
H 1.47956 3.32698 -0.97841 1.468 -0.044 0.617
```
Forces are in eV/Å.

=====

Entry 4:
This record from the Open Molecules 2025 dataset describes a cluster of 2 separate species, C4H3NO2 in total in a non-equilibrium geometry. The level of theory is the ωB97M-V functional and the def2-TZVPD basis.

energy	-359.37773	hartree
energy above the lowest of the compared OMol25 structures with the same formula, charge and spin	58.1	kcal per mole
M	97.1	g/mol
SMILES string	O=C=CC=O.C#N

```
10
Properties=species:S:1:pos:R:3:forces:R:3
O -1.40835 -0.73485 -1.55090 0.133 -0.379 0.116
C -0.96091 -0.19995 -0.63788 -0.914 0.137 -1.194
C -0.60623 0.58163 0.34380 0.420 0.017 0.691
C -1.58855 1.32868 1.11818 1.696 -0.889 0.648
O -2.76551 1.36498 0.96494 -1.289 0.565 -0.146
H 0.33057 0.46279 0.83732 0.700 -0.111 -0.239
H -0.99504 1.70819 1.98091 -0.889 0.706 0.162
C 1.30306 -1.54172 -2.52478 -2.145 -1.217 -1.007
N 1.70256 -0.97635 -1.62953 1.408 1.033 1.283
H 0.53031 -2.05922 -3.08272 0.880 0.138 -0.313
```
Forces are in eV/Å.

=====

Entry 5:
This record from the Open Molecules 2025 dataset describes a structure of composition C4H3NO2S in a non-equilibrium geometry. The level of theory is the ωB97M-V functional and the def2-TZVPD basis.

energy	-757.46960	hartree
energy above the lowest of the compared OMol25 structures with the same formula, charge and spin	121.2	kcal per mole
M	129.1	g/mol

```
11
Properties=species:S:1:pos:R:3:forces:R:3
C 0.22142 1.73931 0.31451 -1.640 -2.222 -0.139
C 0.80010 0.44461 0.73236 2.158 1.297 -0.259
C -1.14944 -0.61730 0.11236 -3.274 -0.886 -1.058
C -0.56896 0.65960 0.41778 0.919 3.076 0.740
N -0.10502 -1.55208 -0.27939 -2.803 0.799 1.712
O 0.68799 0.21702 -1.81968 -0.284 1.254 -1.812
O -2.34621 -0.78605 0.13996 0.808 -1.227 0.031
S 1.16104 -0.59295 -0.73254 3.639 -2.085 0.660
H 0.50214 2.68212 -0.12288 -0.532 0.044 -0.001
H 1.18145 0.32315 1.71726 0.535 -0.838 0.516
H -0.38451 -2.51744 -0.47975 0.475 0.789 -0.390
```
Forces are in eV/Å.

=====

Entry 6:
This record from the Open Molecules 2025 dataset describes a cluster of 2 separate species, CH3NO2S2 in total in a non-equilibrium geometry. The level of theory is the ωB97M-V functional and the def2-TZVPD basis.

energy	-1041.40770	hartree
energy above the lowest of the compared OMol25 structures with the same formula, charge and spin	52.5	kcal per mole
M	125.2	g/mol

```
9
Properties=species:S:1:pos:R:3:forces:R:3
C -0.25976 0.92827 2.62085 0.396 0.443 -5.556
N -0.05383 -0.06967 -2.91075 -1.483 0.963 0.495
O 0.64456 -2.23843 -1.95408 -0.795 0.175 0.775
O -0.58178 0.02903 0.28495 0.136 -0.137 -0.319
S -0.42157 -1.23725 -2.05909 1.411 -0.967 -1.126
S -0.25791 -0.38724 1.65176 -0.468 1.068 1.556
H 0.13464 1.01887 3.53810 0.922 -0.343 3.484
H -0.10792 1.84490 1.95625 -0.930 -0.969 1.079
H 0.90357 0.11152 -3.12800 0.811 -0.233 -0.388
```
Forces are in eV/Å.

=====

Question: Which value of M does entry 4 give?
Answer: 97.1 g/mol